Computed, not measured: a cluster of 3 separate species, C4H12O2 in total, with wB97M-V/def2-TZVPD.

```
! RIJCOSX wB97M-V def2-TZVPD def2/J DEFGRID3
* xyz 0 1
C 1.782 -1.010 -0.680
C 0.731 -0.729 0.353
C -0.653 -1.207 0.087
C -1.773 -0.907 0.763
H 2.741 -0.553 -0.416
H 2.075 -2.068 -0.741
H 1.582 -0.702 -1.707
H 0.745 0.347 0.511
H 1.030 -1.203 1.294
H -0.845 -1.980 -0.650
H -2.673 -1.466 0.561
H -1.843 -0.066 1.439
H 0.061 1.475 -1.984
H -0.940 1.013 -0.946
O -0.493 1.803 -1.274
H -1.232 2.663 1.053
H 0.211 2.435 0.887
O -0.508 2.154 1.450
*
```

Output
SMILES: C=CCC.O.O
HOMO: -9.6112 eV
LUMO: 0.0301 hartree
frontier orbital gap: 10.429 eV
calculated total energy: -310.04366 Eh

Computed, not measured: an isolated molecule of C5H8O, with wB97M-V/def2-TZVPD.

```
! RIJCOSX wB97M-V def2-TZVPD def2/J DEFGRID3
* xyz 0 1
C 2.325 0.430 -0.473
C 1.025 -0.032 -1.072
C 0.017 -0.604 -0.470
C -1.101 -1.033 0.056
C -2.088 -0.039 0.642
O -1.457 0.999 1.363
H 2.305 1.522 -0.364
H 2.517 -0.007 0.510
H 3.162 0.188 -1.136
H 0.870 0.197 -2.127
H -1.347 -2.093 0.075
H -2.638 0.458 -0.165
H -2.824 -0.569 1.265
H -0.767 0.584 1.896
*
```

Output
SMILES: CC=C=CCO
HOMO: -9.4588 eV
LUMO: 0.0362 hartree
frontier orbital gap: 10.444 eV
calculated total energy: -270.48001 Eh